1) This record from OMol25 describes a 2-piece molecular cluster, CH4FN3 overall. The level of theory is ωB97M-V/def2-TZVPD.

Calculated values
- 2S+1: 1
- LUMO energy (spin up / spin down): -0.0964 / -0.6150 eV
- Orbital gap (spin up / spin down): 8.920 / 6.724 eV

Each line ends with the Löwdin charge.
Cartesian coordinates (Å):
C (0.89570, 0.04963, 0.11544)  -0.33
N (1.69499, -0.81746, -0.10066)  0.13
N (0.58194, 1.31625, -0.01726)  0.10
N (-1.41780, -1.03420, -0.01167)  0.03
F (-1.94513, 0.33473, -0.15522)  -0.30
H (1.43855, -1.81832, 0.22158)  0.13
H (1.24299, 2.01347, -0.38498)  0.13
H (-0.43587, 1.25434, -0.38123)  0.12
H (-2.05537, -1.29842, 0.71399)  -0.02

---

2) This record from OMol25 describes a single CH4FN3 molecule. The level of theory is ωB97M-V/def2-TZVPD.

Calculated values
- 2S+1: 1
- LUMO energy: 0.6908 eV
- Orbital gap: 9.911 eV
- SMILES string: [H]/N=C(/N)NF

Each line ends with the Löwdin charge.
Cartesian coordinates (Å):
H (1.30471, -1.37331, 0.71604)  -0.01
N (1.29192, -0.75089, 0.00150)  0.12
C (0.22112, -0.05024, -0.10797)  -0.58
N (0.21573, 1.08539, -0.82287)  0.12
N (-0.89441, -0.29969, 0.73869)  0.07
F (-1.05134, -1.67290, 1.16163)  -0.07
H (1.17612, 1.18988, -1.10381)  0.10
H (-0.52960, 1.80578, -0.90866)  0.13
H (-1.73425, 0.06599, 0.32544)  0.11

---

Structures ranked by computed energy, the most stable listed first: 2), 1).

---

1) This record from OMol25 describes a 2-piece molecular cluster, H4SSi overall. The level of theory is ωB97M-V/def2-TZVPD.

Calculated values
- 2S+1: 1
- LUMO energy: -1.5122 eV
- Orbital gap: 8.307 eV

Each line ends with the Löwdin charge.
Cartesian coordinates (Å):
Si (0.32865, -0.15004, -0.28622)  0.11
S (-1.75887, 0.34198, -0.28881)  0.17
H (0.64903, -0.90273, -1.46973)  -0.12
H (1.04199, 1.08020, -0.25924)  -0.12
H (0.78609, -0.96671, 0.72440)  -0.15
H (-1.04689, 0.59729, 1.57959)  0.10

---

2) This record from OMol25 describes a single H4SSi molecule. The level of theory is ωB97M-V/def2-TZVPD.

Calculated values
- 2S+1: 1
- LUMO energy: 0.7720 eV
- Orbital gap: 10.236 eV
- SMILES string: [SiH3]S

Each line ends with the Löwdin charge.
Cartesian coordinates (Å):
Si (-0.58261, -0.22082, -0.01032)  0.27
S (1.57454, 0.04660, -0.05075)  0.28
H (-1.12849, 0.14779, -1.49554)  -0.08
H (-0.47331, -1.73580, -0.02861)  -0.10
H (-1.21752, 0.56640, 1.07387)  -0.11
H (1.82739, 1.19584, 0.51136)  -0.26

---

Structures ranked by computed energy, the most stable listed first: 2), 1).

---

1) This record from OMol25 describes an isolated ion of composition C3H8N3S and charge +1. The level of theory is ωB97M-V/def2-TZVPD.

Calculated values
- 2S+1: 1
- Total charge: +1
- LUMO energy (spin up / spin down): -6.7189 / -4.7046 eV
- Orbital gap (spin up / spin down): 5.412 / 8.019 eV
- SMILES string: C[NH+]=C=[NH+]CN[S-]

Each line ends with the Löwdin charge.
Cartesian coordinates (Å):
C (-2.01777, -1.63098, -0.15046)  -0.03
N (-1.33400, -0.31808, -0.16611)  0.00
C (-0.07522, -0.13792, -0.54872)  0.06
N (0.76581, 0.83480, -0.24725)  0.04
C (2.14130, 1.01907, -0.63459)  -0.26
N (3.07492, 0.51259, 0.40092)  -0.56
S (3.09718, -1.04374, 0.47569)  0.73
H (-1.71735, -2.36484, -0.95708)  0.12
H (-3.13813, -1.61848, -0.09513)  0.11
H (-1.61997, -2.01777, 0.83929)  0.11
H (-1.55921, 0.33188, 0.56781)  0.15
H (0.34714, 1.66590, 0.19315)  0.18
H (2.36727, 0.39645, -1.50144)  0.12
H (2.33344, 2.04083, -0.76021)  0.12
H (3.37485, 1.17184, 1.14974)  0.12

---

2) This record from OMol25 describes an isolated ion of composition C3H8N3S and charge +1. The level of theory is ωB97M-V/def2-TZVPD.

Calculated values
- 2S+1: 1
- Total charge: +1
- LUMO energy: -3.7159 eV
- Orbital gap: 9.202 eV

Each line ends with the Löwdin charge.
Cartesian coordinates (Å):
C (-0.40249, -0.96867, 0.32257)  -0.55
C (-0.15242, 1.30160, 0.52853)  -0.25
C (1.05005, 0.37090, -1.38856)  0.09
N (-1.44754, 0.97529, 1.07036)  -0.36
N (0.28759, 0.05407, -0.05889)  -0.10
N (-0.20798, -2.31910, -0.03249)  0.14
S (-1.35291, -0.54111, 1.70600)  1.08
H (-0.16122, 2.19448, -0.12601)  0.15
H (0.59848, 1.49870, 1.33150)  0.15
H (0.38172, 0.70218, -2.13150)  0.09
H (1.61291, 1.16719, -1.09695)  0.06
H (1.66010, -0.53974, -1.59027)  0.11
H (-1.99593, 1.71094, 1.51855)  0.12
H (0.69527, -2.49305, -0.55608)  0.14
H (-0.56563, -3.11368, 0.50323)  0.12

---

3) This record from OMol25 describes an isolated ion of composition C3H8N3S and charge +1. The level of theory is ωB97M-V/def2-TZVPD.

Calculated values
- 2S+1: 1
- Total charge: +1
- LUMO energy: -3.6232 eV
- Orbital gap: 9.651 eV
- SMILES string: NC1=NC[C@H]([NH3+])S1

Each line ends with the Löwdin charge.
Cartesian coordinates (Å):
N (-0.49276, 1.81007, 2.25024)  0.14
C (-0.42482, 1.17519, 1.11338)  -0.49
N (-1.20497, 0.93198, 0.16017)  0.03
C (-0.73327, 0.24918, -1.06558)  -0.21
C (0.70147, -0.35635, -0.92570)  -0.66
N (0.63342, -1.83190, -0.64145)  0.15
S (1.46102, 0.49644, 0.39924)  0.88
H (-1.34719, 2.07827, 2.63845)  0.11
H (0.28579, 1.66141, 2.94554)  0.15
H (-0.66736, 1.06135, -1.82566)  0.13
H (-1.59031, -0.38438, -1.46151)  0.14
H (1.34341, -0.26422, -1.85765)  0.14
H (-0.19772, -2.20829, -0.15856)  0.18
H (1.45004, -1.94722, -0.06865)  0.11
H (0.78325, -2.47153, -1.50225)  0.21

---

4) This record from OMol25 describes an isolated ion of composition C3H8N3S and charge +1. The level of theory is ωB97M-V/def2-TZVPD.

Calculated values
- 2S+1: 1
- Total charge: +1
- LUMO energy: -4.3325 eV
- Orbital gap: 9.118 eV
- SMILES string: CC1=NS[N@H+](C)N1

Each line ends with the Löwdin charge.
Cartesian coordinates (Å):
C (1.02620, 2.14553, 0.08183)  0.01
C (-0.01345, 1.19700, -0.15548)  -0.46
N (-1.27346, 1.34158, -0.01632)  -0.20
S (-2.15467, -0.06734, -0.20993)  1.03
N (-0.59482, -1.06970, -0.50727)  -0.34
C (-0.45463, -2.07003, 0.65674)  -0.02
N (0.38414, -0.10105, -0.54212)  0.02
H (1.82539, 1.76197, 0.73438)  0.12
H (0.64339, 2.96530, 0.56723)  0.07
H (1.45745, 2.65129, -0.75178)  0.10
H (-0.47795, -1.74505, -1.32886)  0.20
H (-0.77929, -1.67000, 1.57310)  0.06
H (-1.24558, -2.94581, 0.36237)  0.17
H (0.58776, -2.23939, 0.80120)  0.09
H (1.06953, -0.15431, -1.26510)  0.16

---

Structures ranked by computed energy, the most stable listed first: 3), 2), 4), 1).

---

1) This record from OMol25 describes a single C5H6N2S molecule. The level of theory is ωB97M-V/def2-TZVPD.

Calculated values
- 2S+1: 1
- LUMO energy: 0.9345 eV
- Orbital gap: 9.352 eV
- SMILES string: C=Cn1ccc(S)n1

Each line ends with the Löwdin charge.
Cartesian coordinates (Å):
C (2.69113, -0.47397, -0.00010)  0.01
C (1.51423, -1.05285, -0.01319)  -0.11
N (0.27712, -0.32473, 0.03034)  -0.16
C (0.04453, 0.95600, 0.00313)  -0.11
C (-1.31252, 1.15230, -0.00260)  -0.07
C (-1.82403, -0.16954, 0.01421)  -0.71
S (-3.50714, -0.73517, -0.00609)  0.77
N (-0.86015, -1.07166, 0.03103)  0.06
H (2.91917, 0.57868, -0.03125)  0.05
H (3.60373, -1.09180, -0.01860)  0.07
H (1.40986, -2.13087, -0.04005)  0.11
H (0.84367, 1.72903, 0.06261)  0.14
H (-1.76991, 2.12235, -0.05865)  0.09
H (-4.02968, 0.51222, 0.02920)  -0.13

---

2) This record from OMol25 describes a 2-piece molecular cluster, C5H6N2S overall. The level of theory is ωB97M-V/def2-TZVPD.

Calculated values
- 2S+1: 1
- LUMO energy: -1.5658 eV
- Orbital gap: 6.534 eV

Each line ends with the Löwdin charge.
Cartesian coordinates (Å):
C (-2.05752, -1.27428, -0.18828)  -0.41
C (0.68454, 0.31831, -1.18610)  -0.11
C (1.68520, -0.65007, -1.06541)  -0.28
C (0.61536, -0.25494, 1.16958)  -0.44
C (0.09306, 0.55225, 0.02468)  -0.46
N (-2.98195, -1.94783, 0.03096)  -0.19
N (-0.83105, 1.49696, 0.29423)  0.15
S (1.94822, -1.28713, 0.55572)  0.97
H (0.30038, 0.73164, -2.14951)  0.15
H (2.32792, -0.89976, -1.83929)  0.06
H (0.99492, 0.55513, 1.88882)  0.12
H (-0.23927, -0.80717, 1.83401)  0.15
H (-1.10858, 2.19672, -0.45785)  0.17
H (-1.43123, 1.27018, 1.08844)  0.12

---

3) This record from OMol25 describes a single C5H6N2S molecule. The level of theory is ωB97M-V/def2-TZVPD.

Calculated values
- 2S+1: 1
- LUMO energy: -0.1846 eV
- Orbital gap: 7.744 eV

Each line ends with the Löwdin charge.
Cartesian coordinates (Å):
C (2.21928, 0.25503, 0.27954)  -0.18
C (0.93059, 0.64399, 0.46928)  -0.17
C (1.53075, -1.83640, -0.33800)  0.17
C (-1.35572, -0.25449, 0.12773)  -0.93
C (-1.99997, 0.92519, -0.52728)  -0.12
N (2.32211, -0.96209, -0.23904)  0.00
N (-0.00151, -0.24287, 0.20839)  -0.04
S (-2.21654, -1.55020, 0.68447)  0.60
H (3.21141, 0.81402, 0.48708)  0.14
H (0.66992, 1.58287, 0.97172)  0.13
H (1.08471, -2.89088, -0.27170)  0.14
H (-1.92809, 0.69036, -1.58991)  0.08
H (-1.39520, 1.81817, -0.10209)  0.10
H (-3.07175, 1.00729, -0.16020)  0.08

---

4) This record from OMol25 describes a single C5H6N2S molecule. The level of theory is ωB97M-V/def2-TZVPD.

Calculated values
- 2S+1: 1
- LUMO energy: 0.4184 eV
- Orbital gap: 9.087 eV
- SMILES string: N#C[C@H]1CCNC1=S

Each line ends with the Löwdin charge.
Cartesian coordinates (Å):
N (-3.01844, -1.41933, -0.36886)  0.17
C (-2.05827, -0.89800, -0.01051)  -0.21
C (-0.80338, -0.28870, 0.43939)  -0.30
C (0.44289, -1.02065, -0.08677)  -0.12
C (1.51301, 0.07606, -0.08788)  -0.15
N (0.70807, 1.27610, -0.29188)  0.00
C (-0.59462, 1.15748, 0.00419)  -0.84
S (-1.72961, 2.34194, -0.03944)  0.65
H (-0.84105, -0.28609, 1.56504)  0.17
H (0.75253, -1.88001, 0.52540)  0.13
H (0.26947, -1.36773, -1.09406)  0.12
H (2.23072, -0.03505, -0.91307)  0.13
H (2.03191, 0.15193, 0.84695)  0.11
H (1.09680, 2.19205, -0.48850)  0.14

---

Structures ranked by computed energy, the most stable listed first: 4), 1), 2), 3).

---

1) This record from OMol25 describes a single C2H2NOP molecule. The level of theory is ωB97M-V/def2-TZVPD.

Calculated values
- 2S+1: 1
- LUMO energy: 0.3345 eV
- Orbital gap: 10.078 eV
- SMILES string: c1nocp1

Each line ends with the Löwdin charge.
Cartesian coordinates (Å):
C (-0.29748, -1.18080, -0.03601)  -0.41
N (1.05423, -0.79372, 0.05114)  -0.01
O (1.13442, 0.55181, -0.00355)  -0.17
C (-0.03719, 1.23548, -0.00026)  -0.37
P (-1.38157, 0.14269, 0.02494)  0.91
H (-0.40246, -2.20317, 0.04492)  0.02
H (-0.06996, 2.24771, -0.08118)  0.03

---

2) This record from OMol25 describes a single C2H2NOP molecule. The level of theory is ωB97M-V/def2-TZVPD.

Calculated values
- 2S+1: 1
- LUMO energy: -0.3144 eV
- Orbital gap: 8.990 eV
- SMILES string: [H]/N=C\P1#CO1

Each line ends with the Löwdin charge.
Cartesian coordinates (Å):
H (-0.35211, 1.89613, 1.58378)  0.08
N (-0.91729, 1.14529, 1.09491)  0.04
C (-0.43352, 0.22638, 0.43367)  -0.53
P (1.19123, -0.05903, -0.37177)  0.90
C (0.57682, -0.82345, -1.92260)  -0.25
O (0.91739, -1.69900, -1.08611)  -0.28
H (-0.98252, -0.68632, 0.26813)  0.05

---

3) This record from OMol25 describes a 2-piece molecular cluster, C2H2NOP overall. The level of theory is ωB97M-V/def2-TZVPD.

Calculated values
- 2S+1: 1
- LUMO energy: -1.0239 eV
- Orbital gap: 7.303 eV

Each line ends with the Löwdin charge.
Cartesian coordinates (Å):
C (-0.49547, -0.48366, 0.04604)  -0.07
C (-2.61349, 0.06403, -0.01589)  -0.76
N (0.70789, -0.10139, 0.13906)  0.05
O (-3.05151, 0.53695, -1.07600)  -0.22
P (-4.16472, -0.24962, 0.50096)  0.87
H (-0.79879, -1.38451, -0.38728)  0.03
H (0.91360, 0.90507, 0.48770)  0.10

---

Structures ranked by computed energy, the most stable listed first: 1), 2), 3).

---

1) This record from OMol25 describes a single C5H7NO molecule. The level of theory is ωB97M-V/def2-TZVPD.

Calculated values
- 2S+1: 1
- LUMO energy: 1.0334 eV
- Orbital gap: 9.072 eV
- SMILES string: Cc1occc1N

Each line ends with the Löwdin charge.
Cartesian coordinates (Å):
C (-1.61765, -1.08431, 0.10842)  -0.01
C (-0.26622, -0.48602, 0.15573)  -0.28
O (0.76135, -1.33297, 0.53651)  0.05
C (1.87128, -0.61240, 0.42240)  -0.17
C (1.67520, 0.65704, -0.04619)  -0.05
C (0.21981, 0.73642, -0.16693)  -0.29
N (-0.54745, 1.85869, -0.53227)  0.08
H (-2.26825, -0.44610, -0.49632)  0.08
H (-1.57116, -2.07309, -0.36230)  0.09
H (-2.05123, -1.20075, 1.10563)  0.08
H (2.82039, -1.08358, 0.63630)  0.13
H (2.31143, 0.36104, -0.90460)  0.13
H (0.01170, 2.70172, -0.52949)  0.08
H (-1.34921, 2.00432, 0.07311)  0.09

---

2) This record from OMol25 describes a 2-piece molecular cluster, C5H7NO overall. The level of theory is ωB97M-V/def2-TZVPD.

Calculated values
- 2S+1: 1
- LUMO energy: 0.8439 eV
- Orbital gap: 10.020 eV
- SMILES string: [H]/N=C\CC#C.C=O

Each line ends with the Löwdin charge.
Cartesian coordinates (Å):
H (0.13458, 1.29154, 0.33578)  0.08
N (-0.53492, 0.52873, 0.41106)  0.10
C (-0.15593, -0.58480, -0.04162)  -0.19
C (1.14055, -0.87941, -0.74026)  -0.17
C (2.10026, 0.21731, -0.64002)  -0.15
C (2.84078, 1.16042, -0.53642)  0.12
H (-0.87907, -1.40791, 0.02217)  0.11
H (1.55993, -1.81890, -0.36303)  0.12
H (0.86903, -1.05782, -1.78859)  0.13
H (3.52276, 1.97804, -0.45784)  0.03
C (-2.62475, 0.15000, 0.94165)  -0.26
O (-2.94588, -0.79143, 0.24172)  -0.08
H (-2.83886, 1.19810, 0.66687)  0.08
H (-2.18847, 0.01612, 1.94852)  0.08

---

3) This record from OMol25 describes a single C5H7NO molecule. The level of theory is ωB97M-V/def2-TZVPD.

Calculated values
- 2S+1: 1
- LUMO energy: 0.8400 eV
- Orbital gap: 9.220 eV
- SMILES string: CC1=CNC(=O)C1

Each line ends with the Löwdin charge.
Cartesian coordinates (Å):
C (0.83168, 1.07989, 1.48375)  -0.06
C (0.29810, 0.31155, 0.31936)  -0.29
C (0.91335, 0.02228, -0.83134)  -0.06
N (0.10658, -0.78179, -1.65640)  0.09
C (-1.07368, -1.11669, -1.02674)  -0.46
O (-1.91529, -1.88049, -1.44844)  0.06
C (-1.08236, -0.29464, 0.26112)  -0.04
H (1.86329, 1.40137, 1.30410)  0.08
H (0.82480, 0.46788, 2.39617)  0.08
H (0.22956, 1.97365, 1.69195)  0.08
H (1.90945, 0.29877, -1.15446)  0.12
H (0.31850, -1.06791, -2.59746)  0.15
H (-1.37500, -0.89502, 1.12665)  0.13
H (-1.84897, 0.48115, 0.13173)  0.14

---

4) This record from OMol25 describes a single C5H7NO molecule. The level of theory is ωB97M-V/def2-TZVPD.

Calculated values
- 2S+1: 1
- LUMO energy: 0.7858 eV
- Orbital gap: 10.057 eV
- SMILES string: [H]/N=C1/C=C(C)CO1

Each line ends with the Löwdin charge.
Cartesian coordinates (Å):
H (-3.35034, 0.12192, -1.21201)  0.06
N (-2.56552, 0.77007, -1.28194)  0.15
C (-1.57526, 0.31770, -0.63981)  -0.46
C (-0.24123, 0.92219, -0.51744)  0.03
C (0.55862, 0.09225, 0.15102)  -0.25
C (1.98762, 0.29064, 0.53540)  -0.04
C (-0.23362, -1.14889, 0.47667)  -0.13
O (-1.56507, -0.86205, 0.06190)  -0.01
H (0.00499, 1.88900, -0.93493)  0.12
H (2.15423, 0.02179, 1.58440)  0.08
H (2.66368, -0.32351, -0.07031)  0.09
H (2.27031, 1.33761, 0.40045)  0.08
H (-0.22671, -1.41037, 1.54186)  0.13
H (0.11829, -2.01835, -0.09524)  0.14

---

Structures ranked by computed energy, the most stable listed first: 3), 4), 1), 2).